Record 1
The following is a DFT calculation (the ωB97M-V functional and the def2-TZVPD basis) of a cluster of 10 separate species, C30H85N5O10 in total.

Cartesian coordinates (Å):
1 C 0.93401 3.85842 6.55840
2 O -0.10936 3.48706 5.68119
3 C -0.24332 2.09868 5.30159
4 C 0.21249 2.04464 3.82384
5 C -0.84570 2.62441 2.82786
6 N 0.30167 0.63399 3.39755
7 H 0.95812 4.94753 6.52162
8 H 1.86916 3.42303 6.20623
9 H 0.73962 3.46943 7.55791
10 H 0.37862 1.44362 5.91165
11 H -1.26478 1.72674 5.38144
12 H 1.22733 2.41423 3.67687
13 H -1.01859 3.68936 2.98308
14 H -1.76882 2.05904 2.95557
15 H -0.57596 2.41844 1.79204
16 H 1.06048 0.08018 3.76849
17 H 0.47010 0.58763 2.40277
18 C -0.59500 2.50759 -7.19386
19 O -0.78849 2.77724 -5.82094
20 C -0.11326 2.01256 -4.83087
21 C 1.42435 1.92593 -5.12165
22 C 2.04231 0.85228 -4.27221
23 N 2.13674 3.20850 -4.94631
24 H 0.40637 2.74130 -7.55542
25 H -1.14988 3.23320 -7.78857
26 H -0.90283 1.48081 -7.39154
27 H -0.32295 2.47675 -3.86720
28 H -0.54160 1.01760 -4.70976
29 H 1.49948 1.58872 -6.15545
30 H 3.05793 0.82817 -4.66723
31 H 1.45354 -0.06451 -4.30305
32 H 2.07808 1.10400 -3.21227
33 H 1.52476 4.00567 -5.04681
34 H 2.99724 3.23144 -5.47462
35 C -5.56727 0.31392 0.33027
36 O -4.58574 -0.39033 -0.50107
37 C -4.75463 -1.82955 -0.55143
38 C -3.89814 -2.53162 -1.62129
39 C -4.10697 -2.08200 -3.04502
40 N -4.29195 -3.93629 -1.49014
41 H -5.24825 1.35031 0.44080
42 H -5.79624 -0.16490 1.28233
43 H -6.41838 0.32537 -0.35061
44 H -4.54490 -2.23702 0.43756
45 H -5.81692 -2.01743 -0.70744
46 H -2.85539 -2.40661 -1.32952
47 H -5.14408 -2.23292 -3.34455
48 H -3.57988 -2.59806 -3.84749
49 H -3.90538 -1.01140 -3.08110
50 H -3.67868 -4.47058 -2.08892
51 H -5.15521 -4.16106 -1.96381
52 C 5.05218 1.13747 4.14106
53 O 3.97741 0.25596 4.37045
54 C 4.27014 -1.15660 4.15887
55 C 4.93820 -1.53023 2.79683
56 C 4.31761 -1.12702 1.46725
57 N 5.13214 -2.94651 2.80178
58 H 5.76435 1.13512 4.96624
59 H 4.55264 2.10089 4.24290
60 H 5.59788 1.15467 3.19766
61 H 4.84848 -1.52197 5.00747
62 H 3.30653 -1.65906 4.24305
63 H 5.92287 -1.06613 2.85273
64 H 4.12486 -0.05766 1.55337
65 H 3.38832 -1.62986 1.19954
66 H 5.12488 -1.15049 0.73522
67 H 5.63557 -3.19958 1.96357
68 H 4.21233 -3.23396 2.49940
69 C 3.72201 -4.89814 -2.21344
70 O 3.66363 -3.51397 -2.57603
71 C 2.40741 -3.11623 -3.19222
72 C 1.14668 -3.16591 -2.27937
73 C -0.10472 -2.54403 -2.83057
74 N 1.31390 -2.58952 -0.94152
75 H 4.71302 -5.12562 -1.82065
76 H 3.55599 -5.52674 -3.08831
77 H 2.91226 -5.20290 -1.55046
78 H 2.53565 -2.05630 -3.41174
79 H 2.22370 -3.59576 -4.15367
80 H 1.01613 -4.23453 -2.10876
81 H -0.19945 -2.92961 -3.84568
82 H 0.00271 -1.46559 -2.94687
83 H -1.07280 -2.80557 -2.40336
84 H 2.28081 -2.80973 -0.74997
85 H 0.76684 -3.14923 -0.30312
86 C -3.43302 3.35136 -1.05625
87 C -2.28182 3.95463 -0.27453
88 O -2.55858 5.33749 -0.23367
89 H -3.45000 2.27543 -0.88250
90 H -3.34675 3.51071 -2.13108
91 H -4.32401 3.82561 -0.64474
92 H -1.30898 3.75252 -0.72268
93 H -2.30972 3.51439 0.72221
94 H -2.83108 5.69128 -1.08348
95 C -4.44837 -0.93526 4.05011
96 C -3.19128 -0.15549 3.76141
97 O -2.11600 -0.97481 4.09678
98 H -4.60642 -1.32143 5.05708
99 H -4.42611 -1.82810 3.42526
100 H -5.27230 -0.29004 3.74530
101 H -3.19762 0.67577 4.46644
102 H -3.05966 0.10973 2.71239
103 H -1.43483 -0.29880 4.07191
104 C 3.14781 3.46238 -0.01582
105 C 2.47139 3.35873 -1.44824
106 O 3.33310 3.99202 -2.43068
107 H 2.61528 2.82414 0.68928
108 H 3.10764 4.49986 0.31603
109 H 4.16619 3.08012 -0.08562
110 H 1.48480 3.79134 -1.61437
111 H 2.37947 2.31207 -1.73836
112 H 2.88956 3.90664 -3.27779
113 C -1.33857 0.07344 -0.54045
114 C 0.05893 0.71842 -0.68633
115 O 0.84133 -0.01996 0.23513
116 H -1.85435 0.28883 0.39532
117 H -1.33124 -1.01336 -0.62372
118 H -1.90609 0.48791 -1.37366
119 H 0.11302 1.78917 -0.48966
120 H 0.53879 0.49896 -1.64009
121 H 0.80477 -0.94860 -0.00550
122 C -1.56042 -3.24479 1.81605
123 C -1.50896 -4.49784 0.90563
124 O -0.19027 -4.54250 0.34299
125 H -1.26762 -2.34748 1.27089
126 H -0.82553 -3.28197 2.62020
127 H -2.50770 -2.99994 2.29647
128 H -2.30540 -4.41806 0.16576
129 H -1.68484 -5.41718 1.46417
130 H -0.30854 -5.17647 -0.36812

Kohn-Sham gap: 9.26 eV
ΔE to the lowest compared entry with this formula, charge and spin: 355.7 kJ/mol
F_max: 0.054 hartree/bohr
highest occupied orbital energy: -8.95 eV
SMILES: COC[C@H](C)N.COC[C@H](C)N.COC[C@H](C)N.COC[C@H](C)N.COC[C@H](C)N.CCO.CCO.CCO.CCO.CCO
net charge: 0
energy: -2219.94229 Eh

***

Record 2
The following is a DFT calculation (the ωB97M-V functional and the def2-TZVPD basis) of a structure of composition C30H86Cl2HfN13O7P4.

Cartesian coordinates (Å):
1 Hf -3.19275 1.18785 -1.58774
2 C 1.13492 1.51143 -0.11083
3 C 0.35397 0.52089 -0.96318
4 C 0.95285 -0.89378 -0.88604
5 O -1.03396 0.61105 -0.84541
6 H 0.96888 2.52439 -0.47750
7 H 2.22216 1.46196 -0.17054
8 H 0.82523 1.38627 0.92673
9 H 0.69285 0.82015 -1.95499
10 H 0.80279 -1.31905 0.10630
11 H 2.02459 -0.94513 -1.07795
12 H 0.53721 -1.66500 -1.53455
13 O 6.01759 -3.52346 3.45762
14 P 4.82257 -4.16648 2.74098
15 N 3.78956 -2.94225 2.12652
16 C 3.05915 -2.02059 2.99179
17 C 3.94213 -2.35844 0.74541
18 N 3.80631 -5.10849 3.72710
19 C 4.05257 -5.31646 5.14261
20 C 2.48036 -5.56541 3.33338
21 N 5.28179 -5.20135 1.47148
22 C 6.37579 -6.14559 1.72775
23 C 4.35101 -5.72868 0.40822
24 H 2.39272 -2.63748 3.59464
25 H 2.39110 -1.29391 2.52946
26 H 3.75238 -1.58942 3.71403
27 H 4.64807 -2.81072 0.04886
28 H 4.33536 -1.34193 0.75872
29 H 2.91057 -2.36015 0.39330
30 H 3.18082 -4.92768 5.66893
31 H 4.18278 -6.39354 5.24775
32 H 4.95484 -4.82999 5.51322
33 H 1.71185 -5.05378 3.91278
34 H 2.30116 -5.36262 2.27750
35 H 2.39451 -6.62889 3.55641
36 H 7.07106 -5.77162 2.47930
37 H 6.09352 -7.15566 2.02476
38 H 6.94392 -6.26490 0.80520
39 H 3.88687 -6.68128 0.66363
40 H 4.81987 -5.82222 -0.57134
41 H 3.54894 -5.00434 0.26644
42 O -1.99528 1.49236 -3.63313
43 P -1.12685 1.78230 -4.82905
44 N 0.08864 2.97388 -4.52654
45 C 1.26736 3.14830 -5.38110
46 C -0.19487 4.19289 -3.68916
47 N -2.04862 2.46877 -6.17790
48 C -3.22145 3.28014 -5.98425
49 C -1.25478 2.86552 -7.38052
50 N -0.21714 0.43944 -5.41482
51 C -0.72000 -0.53102 -6.33053
52 C 0.92128 -0.15636 -4.57959
53 H 1.60895 2.17499 -5.73335
54 H 2.07485 3.64620 -4.84429
55 H 0.94317 3.66544 -6.28419
56 H 0.63335 4.80346 -3.32949
57 H -0.69838 3.88891 -2.77146
58 H -0.89152 4.81887 -4.24678
59 H -3.88011 3.41889 -6.84158
60 H -3.78273 2.79503 -5.18566
61 H -2.98060 4.28957 -5.65086
62 H -1.07512 3.93878 -7.31770
63 H -0.29576 2.34917 -7.42271
64 H -1.83603 2.61770 -8.26867
65 H -1.80652 -0.60112 -6.38219
66 H -0.36034 -0.40741 -7.35203
67 H -0.46073 -1.52852 -5.97573
68 H 0.54601 -0.85262 -3.82960
69 H 1.43982 0.58975 -3.97750
70 H 1.63298 -0.65481 -5.23772
71 O -3.77221 -0.51731 0.11620
72 P -3.68814 -1.91382 0.62906
73 N -2.60551 -2.20846 1.93655
74 C -2.47861 -3.59689 2.47332
75 C -1.43495 -1.34751 2.14920
76 N -3.08828 -3.17041 -0.43172
77 C -3.63938 -4.53927 -0.42363
78 C -1.72353 -3.11742 -1.07138
79 N -5.17348 -2.52061 1.30823
80 C -6.20026 -2.99289 0.43474
81 C -5.53296 -2.39673 2.68319
82 H -3.46005 -4.01202 2.70256
83 H -2.03082 -3.63352 3.46643
84 H -1.84913 -4.27031 1.89164
85 H -1.22494 -1.23380 3.21272
86 H -1.60097 -0.33950 1.76912
87 H -0.55534 -1.79727 1.68868
88 H -4.50395 -4.64937 -1.07822
89 H -2.88741 -5.32039 -0.53547
90 H -4.02392 -4.70796 0.58224
91 H -1.45907 -3.93441 -1.74270
92 H -1.65544 -2.11696 -1.49864
93 H -0.93111 -3.34068 -0.35700
94 H -6.16655 -2.43732 -0.50244
95 H -6.02515 -4.05694 0.27583
96 H -7.19281 -2.93372 0.88133
97 H -4.69453 -1.93078 3.20092
98 H -5.71901 -3.40158 3.06235
99 H -6.37535 -1.75451 2.94020
100 O -2.81933 2.26261 0.50488
101 P -2.54581 3.16202 1.73505
102 N -2.03358 2.26109 3.09511
103 C -0.64285 1.92625 3.36560
104 C -3.03972 1.48967 3.90670
105 N -3.76644 4.15667 2.37179
106 C -4.62585 4.78642 1.35199
107 C -3.81629 4.64262 3.70185
108 N -1.32898 4.37401 1.49234
109 C -1.15001 4.77857 0.11993
110 C -0.82043 5.26505 2.55061
111 H -0.42649 2.32177 4.35800
112 H 0.05432 2.53924 2.79438
113 H -0.37623 0.87781 3.23228
114 H -2.61597 0.91283 4.72876
115 H -3.47070 0.73364 3.25035
116 H -3.86878 2.12075 4.22685
117 H -4.85488 4.10397 0.53350
118 H -5.50088 5.34504 1.68418
119 H -3.98127 5.54071 0.90070
120 H -4.69743 4.28289 4.23317
121 H -2.89178 4.37434 4.21312
122 H -3.94313 5.72355 3.64170
123 H -0.06897 4.91780 0.11225
124 H -1.29816 3.91705 -0.53118
125 H -1.68951 5.67764 -0.17797
126 H -0.38066 4.77161 3.41735
127 H -1.59256 5.97866 2.83813
128 H 0.00122 5.84792 2.13435
129 C 4.20261 3.11042 1.93368
130 N 3.36865 3.71750 3.02652
131 O 3.86084 4.60142 3.72690
132 O 2.27470 3.18446 3.13256
133 H 3.54792 2.92614 1.08190
134 H 4.63393 2.14416 2.19521
135 H 4.99063 3.83034 1.71266
136 Cl 3.17254 3.55867 -1.68230
137 C 4.39603 2.66694 -2.72110
138 C 4.45447 1.21054 -2.53785
139 Cl 4.65518 0.62474 -0.88117
140 H 5.37617 3.07866 -2.48047
141 H 4.15373 2.89617 -3.75882
142 H 5.21563 0.62664 -3.05534
143 H 3.48354 0.82119 -2.84412

Kohn-Sham gap: 1.33 eV
F_max: 0.197 hartree/bohr
highest occupied orbital energy: -12.93 eV
net charge: +3
energy: -4765.93279 Eh

***

Record 3
The following is a DFT calculation (the ωB97M-V functional and the def2-TZVPD basis) of a cluster of 14 separate species, C30H88N12O14 in total.

Cartesian coordinates (Å):
1 C 5.74254 -3.63729 1.56191
2 C 4.64266 -3.38077 2.58921
3 C 3.23293 -3.49881 1.94345
4 O 4.69889 -4.42443 3.58519
5 H 5.38163 -4.48116 0.97393
6 H 6.62705 -3.93456 2.12527
7 H 5.96205 -2.81458 0.88141
8 H 4.79941 -2.36002 2.93795
9 H 3.39009 -3.15939 0.91964
10 H 2.59423 -2.90515 2.59746
11 H 2.80771 -4.50092 1.88812
12 H 4.46005 -5.23930 3.13738
13 C -0.90826 -4.03484 4.11084
14 C -1.90063 -2.79027 3.86590
15 C -3.28283 -2.95515 4.47411
16 O -1.39822 -1.63893 4.54470
17 H 0.03717 -3.73206 3.66074
18 H -1.23947 -4.99366 3.71200
19 H -0.76799 -4.15659 5.18490
20 H -2.00793 -2.70288 2.78472
21 H -3.66765 -3.80826 3.91536
22 H -3.85383 -2.06303 4.21682
23 H -3.25393 -3.04950 5.55963
24 H -1.48268 -1.71726 5.49776
25 C 0.62705 0.53008 0.16997
26 C -0.29338 -0.65122 0.20264
27 C -1.42062 -0.39569 -0.83539
28 O 0.57984 -1.62431 -0.27516
29 H -0.10947 1.31507 0.34152
30 H 1.06947 0.88234 -0.76184
31 H 1.40832 0.58260 0.92822
32 H -0.67242 -0.91511 1.18995
33 H -1.07767 -0.04998 -1.81056
34 H -2.23423 0.22480 -0.45970
35 H -1.94629 -1.31332 -1.09942
36 H 1.46074 -1.65508 0.10522
37 C 0.64655 5.01749 1.79491
38 C -0.16602 5.33334 0.49888
39 C 0.52789 6.18278 -0.71289
40 O -0.38871 4.01052 -0.01212
41 H -0.04333 4.88578 2.62846
42 H 1.11750 5.96945 2.04005
43 H 1.23928 4.13060 1.57088
44 H -1.09747 5.82086 0.78664
45 H 0.28924 7.24379 -0.63926
46 H 0.10800 5.78931 -1.63861
47 H 1.60862 6.09228 -0.60358
48 H -0.52022 3.42623 0.73816
49 C -7.43944 0.79424 1.27135
50 C -6.42094 -0.15613 1.93857
51 C -5.27183 -0.62644 1.15169
52 O -5.96445 0.39330 3.09014
53 H -8.38670 0.96348 1.78338
54 H -7.63671 0.21443 0.36968
55 H -7.04422 1.77081 0.99173
56 H -6.93263 -1.09082 2.16796
57 H -4.42779 0.04244 0.98348
58 H -5.67162 -0.89622 0.17420
59 H -4.85782 -1.54395 1.56986
60 H -5.45742 1.14826 2.78264
61 C 3.75590 2.95819 -0.06951
62 C 3.45585 3.62832 -1.43899
63 C 4.75242 4.33948 -2.00544
64 O 3.11795 2.55910 -2.29517
65 H 4.26276 3.62881 0.62436
66 H 4.41921 2.09596 -0.13800
67 H 2.86670 2.61918 0.46199
68 H 2.56637 4.25808 -1.42086
69 H 5.17272 5.03456 -1.27858
70 H 4.63554 4.97752 -2.88142
71 H 5.54016 3.65018 -2.30944
72 H 3.83025 1.91686 -2.25325
73 C 1.54269 0.37472 -7.45838
74 C 1.38439 0.41522 -5.98414
75 C 0.08394 -0.33716 -5.49093
76 O 2.45198 -0.11376 -5.24187
77 H 0.59729 0.66718 -7.91530
78 H 1.68392 -0.66272 -7.76147
79 H 2.38029 0.97289 -7.81716
80 H 1.42943 1.43687 -5.60692
81 H 0.20568 -1.41888 -5.43495
82 H -0.82568 0.00294 -5.98593
83 H -0.11396 -0.00133 -4.47302
84 H 3.12708 0.56758 -5.28214
85 C -5.50446 -4.50435 0.54815
86 C -4.71439 -4.58933 -0.80946
87 C -3.63190 -3.47897 -0.89654
88 O -4.02741 -5.87530 -0.91217
89 H -5.91657 -3.49566 0.51945
90 H -4.89749 -4.61880 1.44626
91 H -6.37986 -5.15054 0.61292
92 H -5.35420 -4.58327 -1.69191
93 H -3.08836 -3.31980 0.03476
94 H -4.01220 -2.51795 -1.24282
95 H -2.95257 -3.78163 -1.69340
96 H -3.14824 -5.69065 -0.57371
97 C -2.54432 3.08259 -2.77694
98 O -2.04718 4.09446 -3.16780
99 N -3.59045 2.53506 -3.33422
100 N -2.12494 2.42653 -1.76748
101 H -4.09776 2.99983 -4.07362
102 H -4.06358 1.73412 -2.94084
103 H -2.30030 1.44572 -1.60208
104 H -1.38069 2.89785 -1.27345
105 C -1.43223 1.52664 2.82848
106 O -1.23702 2.48124 2.15866
107 N -0.56209 0.99936 3.61085
108 N -2.46391 0.76920 2.79534
109 H -0.92109 0.08890 3.86046
110 H 0.31318 1.45881 3.81796
111 H -3.18202 0.98437 2.11848
112 H -2.56448 0.11787 3.56069
113 C 3.70801 1.76092 3.83971
114 O 3.30355 1.27396 2.79619
115 N 3.58247 1.01720 4.92636
116 N 4.20406 2.97085 4.00416
117 H 3.76584 1.54348 5.76868
118 H 2.94343 0.23545 4.90170
119 H 4.48726 3.25825 4.93007
120 H 4.04269 3.66915 3.29251
121 C 3.43550 -1.58758 -2.38100
122 O 3.55919 -1.95625 -1.24487
123 N 2.29215 -1.68861 -2.95330
124 N 4.33176 -1.11239 -3.16955
125 H 1.44557 -1.93105 -2.45868
126 H 2.17165 -1.19662 -3.82710
127 H 5.13721 -0.77141 -2.66448
128 H 3.99459 -0.74683 -4.04862
129 C 6.20016 0.12410 0.82705
130 O 7.06004 -0.19869 0.00047
131 N 4.97692 -0.32541 0.74433
132 N 6.30832 0.87994 1.88803
133 H 4.26485 0.05566 1.35084
134 H 4.64058 -0.83208 -0.06206
135 H 7.28918 1.00933 2.09117
136 H 5.61437 1.28443 2.50035
137 C -4.28734 -0.73715 -3.39762
138 O -4.58614 -0.01261 -2.48902
139 N -4.90694 -1.78592 -3.71953
140 N -3.33086 -0.40247 -4.24269
141 H -4.38518 -2.54153 -4.14016
142 H -5.78015 -1.96987 -3.24649
143 H -2.88691 0.44623 -3.92221
144 H -2.90630 -1.20577 -4.68377

Kohn-Sham gap (spin up / spin down): 1.33 / 8.40 eV
2S+1: 2
F_max: 0.135 hartree/bohr
highest occupied orbital energy (spin up / spin down): 0.14 / -6.94 eV
net charge: -1
energy: -2906.26543 Eh

***

> Which of these has the lowest F_max?

C30H85N5O10

***

> Which of these has the lowest F_max?

C30H85N5O10

***

> The lowest F_max belongs to which entry?

C30H85N5O10